(1)
Here is a structure of composition C32H34BiFN6O6S5 from OMol25. Energies are from the ωB97M-V functional and the def2-TZVPD basis.

Structure (XYZ):
```
85
Properties=species:S:1:pos:R:3:forces:R:3:lowdin_charge:R:1
Bi 0.525 0.074 -0.260 -0.53 0.47 -0.06 1.56
C -1.117 -2.940 0.706 -0.14 -0.37 -0.16 -0.17
C -2.093 -2.753 -0.469 0.13 -0.07 0.17 -0.10
C -1.503 -2.518 -1.835 -0.35 -0.38 -0.18 -0.26
C -1.917 -3.337 -2.885 0.10 0.08 -0.09 -0.02
C -1.511 -3.056 -4.179 0.02 0.09 0.13 -0.05
C -0.703 -1.954 -4.396 0.00 -0.02 -0.01 -0.04
C -0.306 -1.214 -3.298 -0.05 -0.05 -0.31 -0.17
N -0.681 -1.493 -2.055 -0.09 -0.04 0.26 0.01
N -0.806 -1.718 1.436 0.07 0.17 -0.15 -0.24
C -1.969 -1.171 2.121 0.00 0.02 0.26 -0.14
C -2.826 -0.214 1.331 -0.32 0.11 0.10 -0.32
C -4.052 0.189 1.855 0.11 -0.03 -0.10 -0.02
C -4.800 1.122 1.159 0.11 0.04 -0.07 -0.07
C -4.301 1.636 -0.030 -0.03 -0.12 0.04 -0.05
C -3.075 1.169 -0.476 -0.29 0.29 -0.18 -0.13
N -2.368 0.266 0.185 0.39 -0.20 0.09 0.02
C 0.304 -1.878 2.371 -0.08 0.02 0.26 -0.16
C 1.582 -2.329 1.724 0.20 -0.40 0.17 -0.32
C 2.566 -2.959 2.473 -0.12 0.05 -0.09 -0.01
C 3.730 -3.369 1.844 -0.16 0.03 -0.19 -0.04
C 3.834 -3.221 0.470 -0.06 0.00 0.12 -0.04
C 2.798 -2.596 -0.203 0.26 -0.23 0.00 -0.16
N 1.726 -2.117 0.417 -0.25 -0.16 0.04 -0.04
H -0.191 -3.360 0.318 -0.07 -0.05 0.10 0.11
H -1.557 -3.679 1.398 0.06 0.06 -0.02 0.13
H -2.754 -1.915 -0.258 -0.11 -0.16 -0.06 0.10
H -2.715 -3.648 -0.535 0.02 0.05 0.01 0.12
H -2.561 -4.181 -2.689 -0.06 -0.02 0.06 0.11
H -1.837 -3.675 -5.002 -0.01 -0.05 -0.05 0.11
H -0.379 -1.674 -5.386 0.03 0.03 -0.04 0.11
H 0.330 -0.350 -3.421 0.03 0.08 -0.11 0.05
H -1.615 -0.590 2.976 0.03 -0.09 -0.02 0.12
H -2.605 -1.978 2.518 0.04 0.00 -0.01 0.14
H -4.409 -0.231 2.783 -0.03 -0.03 0.11 0.12
H -5.756 1.445 1.542 -0.09 0.04 0.03 0.11
H -4.849 2.368 -0.601 -0.02 0.06 -0.05 0.11
H -2.621 1.538 -1.385 0.02 0.11 -0.11 0.11
H 0.059 -2.588 3.181 0.01 0.07 -0.06 0.14
H 0.485 -0.897 2.826 -0.04 -0.04 0.07 0.10
H 2.416 -3.119 3.530 -0.01 0.02 0.08 0.12
H 4.524 -3.830 2.411 0.09 -0.03 0.05 0.11
H 4.701 -3.562 -0.071 0.09 -0.05 -0.08 0.11
H 2.805 -2.481 -1.277 0.13 0.12 -0.05 0.08
O 7.442 -0.531 -0.175 0.37 -0.03 -0.01 -0.05
C 6.277 -0.267 -0.225 -0.28 0.01 0.03 -1.01
S 5.295 -0.398 -1.692 -0.11 -0.05 -0.16 0.96
C 3.764 0.047 -0.965 0.11 0.08 0.16 -1.14
C 3.774 0.359 0.342 0.17 -0.13 -0.19 -1.12
S 2.407 0.816 1.323 0.37 0.40 0.28 0.55
S 5.319 0.264 1.161 -0.05 0.06 0.11 0.98
S 2.368 0.008 -2.023 0.47 0.12 -0.33 0.54
C -2.994 4.295 3.153 0.04 -0.02 0.05 -0.14
C -1.751 3.513 3.534 -0.02 -0.28 -0.60 -0.35
S -1.223 2.531 2.049 -0.24 1.70 0.46 0.92
O -0.379 1.415 2.542 0.57 -0.99 0.15 -0.58
C -0.053 3.765 1.373 -0.18 -0.27 0.21 -0.36
C 1.136 4.017 2.270 -0.10 -0.04 0.24 -0.13
H -3.434 4.763 4.031 -0.05 0.06 0.01 0.08
H -3.728 3.631 2.699 -0.13 0.04 0.00 0.05
H -2.753 5.077 2.435 -0.06 0.08 -0.06 0.07
H -1.950 2.785 4.318 0.01 -0.14 -0.06 0.09
H -0.947 4.168 3.857 0.09 -0.11 0.05 0.07
H -0.639 4.653 1.149 -0.10 0.14 -0.09 0.10
H 0.259 3.303 0.444 -0.07 0.03 -0.09 0.03
H 0.872 4.610 3.143 0.08 0.09 0.04 0.06
H 1.913 4.544 1.724 0.07 0.03 -0.08 0.08
H 1.541 3.064 2.603 0.10 0.05 0.04 0.02
F 2.366 3.836 -6.536 0.16 -0.11 0.12 0.08
C 2.844 3.537 -5.313 -0.41 0.18 0.13 -0.17
C 2.080 3.747 -4.226 0.28 -0.03 -0.86 0.05
N 2.530 3.484 -2.966 0.20 -0.13 0.16 0.01
C 1.672 3.690 -1.813 -0.54 -0.13 0.37 -0.04
C 0.254 3.080 -2.031 0.39 0.23 0.17 -0.65
O -0.470 3.582 -2.871 -0.21 0.31 -0.53 0.04
O -0.105 2.124 -1.262 0.01 -0.55 0.34 -0.32
C 3.818 3.034 -2.742 -0.14 0.11 0.12 -0.50
O 4.285 2.885 -1.635 0.16 -0.02 0.17 0.07
N 4.540 2.776 -3.883 0.29 -0.13 -0.08 0.22
C 4.192 3.002 -5.215 -0.13 0.05 0.20 -0.41
O 4.967 2.770 -6.112 0.01 -0.02 -0.21 0.10
H 1.067 4.117 -4.306 -0.01 0.01 0.03 0.14
H 1.545 4.763 -1.631 0.00 -0.09 -0.01 0.14
H 2.170 3.241 -0.952 -0.05 0.02 -0.17 0.11
H 5.471 2.410 -3.722 -0.12 0.08 -0.03 0.17
```
Forces are in eV/Å.

As for the LUMO energy: 0.188 eV. The net charge is 0. The gap between HOMO and LUMO comes out at 7.382 eV. The molar mass comes out at 986.97 g mol⁻¹. The value obtained for the relative energy (zero: lowest compared OMol25 entry of this formula, charge and spin) is 19.17 kcal/mol.

(2)
Here is a structure of composition C32H34Cl5NO3SiTa from OMol25. Energies are from the ωB97M-V functional and the def2-TZVPD basis.

Structure (XYZ):
```
77
Properties=species:S:1:pos:R:3:forces:R:3:lowdin_charge:R:1
Ta 12.502 9.704 9.041 0.19 2.90 2.16 1.57
Cl 9.976 5.493 14.481 -0.28 -0.38 0.97 0.76
C 10.311 6.403 13.105 0.56 0.19 -2.03 -0.71
C 11.403 7.260 13.057 0.00 -0.07 0.02 -0.10
C 11.694 7.877 11.845 -0.14 -0.47 0.32 -0.56
Cl 13.058 8.909 11.642 0.36 0.45 0.15 0.83
C 10.961 7.690 10.686 -1.15 -0.78 -0.60 -0.43
O 11.235 8.341 9.554 -0.33 -0.44 0.42 -0.36
C 9.877 6.796 10.719 0.05 0.17 1.59 -0.56
Cl 8.746 6.626 9.430 0.35 -0.03 -0.11 0.78
C 9.600 6.151 11.921 -0.89 -0.41 0.17 -0.11
H 12.028 7.365 13.940 -0.04 0.22 -0.25 0.12
H 8.757 5.434 11.949 0.60 0.56 0.01 0.12
Cl 16.792 11.678 9.805 0.09 0.45 -0.13 0.72
C 16.724 10.120 9.121 0.33 -2.12 -0.14 -0.62
C 17.903 9.328 8.943 -0.38 1.04 0.20 -0.09
C 17.796 7.997 8.600 -0.04 -1.22 -0.49 -0.08
C 16.522 7.372 8.409 1.29 0.27 0.61 -0.10
C 15.403 8.124 8.639 1.13 0.42 -0.33 -0.56
Cl 13.838 7.332 8.590 0.08 0.30 -0.16 0.79
C 15.456 9.512 8.944 0.72 -0.45 0.69 -0.47
N 14.277 10.136 9.162 -1.21 0.23 -0.87 -0.23
H 18.907 9.775 9.110 -0.98 -0.29 -0.10 0.12
H 18.728 7.383 8.495 -1.09 0.66 0.03 0.13
H 16.432 6.308 8.208 0.16 0.21 -0.07 0.11
C 10.004 14.910 11.009 0.58 0.11 0.19 -0.08
C 11.083 13.856 10.545 -0.42 0.39 -0.18 -0.58
C 11.856 14.438 9.312 0.73 0.44 0.92 -0.10
C 12.079 13.513 11.690 0.07 0.36 0.27 -0.09
Si 10.241 12.247 10.036 0.89 -0.44 -0.30 0.60
O 11.599 11.322 9.564 0.63 -1.76 -0.04 -0.44
C 9.249 11.501 11.465 1.07 -0.08 -0.32 -0.23
C 7.957 11.919 11.681 -0.79 0.40 -0.45 -0.12
C 7.283 11.614 12.853 0.73 -0.77 0.24 -0.06
C 7.896 10.801 13.814 0.92 -0.36 -0.89 -0.05
C 9.215 10.310 13.599 -0.83 0.46 -0.10 -0.05
C 9.872 10.710 12.443 -0.24 0.55 -0.05 -0.11
C 9.296 12.306 8.432 0.52 -0.06 0.98 -0.23
C 8.078 11.665 8.370 -1.60 0.15 -0.16 -0.11
C 7.157 11.996 7.367 0.87 -0.81 -0.28 -0.07
C 7.556 12.878 6.386 -1.44 0.88 -0.76 -0.09
C 8.803 13.476 6.406 0.71 -0.06 -0.82 -0.08
C 9.706 13.135 7.385 -0.06 -0.11 -0.09 -0.10
H 10.483 15.856 11.392 -0.33 -0.76 -0.69 0.10
H 9.396 14.565 11.851 0.20 -0.29 -0.02 0.07
H 9.278 15.128 10.202 0.51 0.14 0.21 0.08
H 12.523 15.247 9.703 -0.21 -0.64 -0.34 0.10
H 11.192 14.938 8.628 -0.38 0.16 -0.17 0.05
H 12.466 13.724 8.710 -0.31 0.29 0.75 0.07
H 12.646 14.455 11.968 -0.64 -1.04 -0.09 0.10
H 12.831 12.761 11.356 -0.46 0.48 0.20 0.07
H 11.539 13.099 12.591 0.60 0.55 -0.82 0.09
H 7.448 12.476 10.887 0.05 0.02 0.44 0.11
H 6.277 11.949 12.971 -0.49 0.16 0.25 0.10
H 7.342 10.486 14.674 -0.15 0.00 0.43 0.10
H 9.719 9.641 14.307 -0.35 0.40 -0.16 0.11
H 10.917 10.537 12.291 0.46 -0.55 0.15 0.06
H 7.737 10.953 9.124 0.35 0.24 0.01 0.10
H 6.218 11.469 7.272 -0.12 0.14 0.17 0.11
H 6.828 13.166 5.605 0.56 -0.24 0.44 0.12
H 9.137 14.147 5.611 -0.35 -0.19 0.15 0.11
H 10.734 13.473 7.302 -0.29 0.21 0.25 0.08
C 10.149 8.396 6.715 0.26 0.58 -0.22 -0.06
C 11.495 8.792 6.162 0.49 0.33 0.09 -0.16
O 12.273 9.749 7.062 -0.65 0.70 -2.20 -0.40
C 12.848 10.965 6.245 -0.97 -0.62 1.11 -0.14
C 13.985 10.451 5.436 0.33 -0.89 0.12 -0.05
H 9.685 7.770 5.966 -0.13 -0.24 -0.26 0.10
H 9.540 9.292 6.801 -0.23 0.07 0.25 0.09
H 10.169 7.845 7.649 0.16 0.12 -0.11 0.00
H 11.404 9.368 5.228 -0.06 -0.44 0.33 0.13
H 12.169 7.946 6.023 -0.05 0.07 -0.04 0.12
H 13.056 11.725 7.029 0.19 -0.57 -0.58 0.12
H 11.993 11.306 5.645 0.19 -0.13 0.25 0.13
H 14.822 10.124 6.069 -0.27 0.10 -0.10 0.09
H 14.336 11.254 4.815 0.23 0.37 -0.44 0.09
H 13.683 9.595 4.786 0.16 0.74 0.42 0.10
```
Forces are in eV/Å.

As for the LUMO energy: -2.977 eV. The net charge is +1. The gap between HOMO and LUMO comes out at 7.760 eV. The molar mass comes out at 866.93 g mol⁻¹. The value obtained for the relative energy (zero: lowest compared OMol25 entry of this formula, charge and spin) is 0.00 kcal/mol.